## w
Density functional theory data (ωB97M-V with the def2-TZVPD basis set) for the molecule C6H11N.

```
18
Properties=species:S:1:pos:R:3
N 1.615 2.069 1.222
C 0.916 -0.392 0.713
C -2.529 -0.174 -1.060
C -0.107 -0.508 -0.389
C -1.492 -0.043 0.052
C 2.419 -0.274 0.358
C 1.620 0.842 0.905
H 0.714 -0.955 1.620
H 3.126 -0.823 0.984
H 2.582 2.281 1.006
H 0.219 0.084 -1.256
H 2.682 -0.297 -0.704
H -3.517 0.154 -0.723
H -1.807 -0.632 0.925
H -2.255 0.434 -1.931
H -1.429 1.000 0.389
H -0.139 -1.554 -0.713
H -2.619 -1.214 -1.398
```

* structure (SMILES): [H]/N=C1\C[C@@H]1CCC
* E_HOMO: -0.3516 Ha

Atom charges from the Löwdin analysis, given in e for atoms 1 to 5:
1 N 0.1528
2 C -0.2451
3 C -0.1204
4 C -0.1953
5 C -0.2665



## x
Density functional theory data (ωB97M-V with the def2-TZVPD basis set) for the molecule C6H11N.

```
18
Properties=species:S:1:pos:R:3
N -0.605 -0.869 0.579
C -0.130 -0.851 -1.746
C 1.546 1.432 0.920
C -0.877 -0.501 1.929
C -1.211 -0.741 -2.547
C 0.099 -0.219 -0.413
C 1.039 0.743 -0.334
H -1.140 -1.668 0.282
H -0.554 -1.214 2.689
H 0.786 -0.981 -2.307
H 0.811 1.925 1.542
H 1.459 1.179 -1.240
H 2.234 2.241 0.649
H -1.765 0.145 2.047
H -1.299 -1.181 -3.544
H 2.079 0.671 1.512
H -0.256 0.397 2.143
H -2.214 -0.508 -2.162
```

* structure (SMILES): C=C/C(=C/C)NC
* E_HOMO: -0.2754 Ha

Atom charges from the Löwdin analysis, given in e for atoms 1 to 5:
1 N -0.0363
2 C -0.1339
3 C -0.1272
4 C -0.1077
5 C 0.0176



Top of the stability list: w, leading by 68.2 kJ/mol.